# 1
The following is a DFT calculation (the ωB97M-V functional and the def2-TZVPD basis) of a molecular structure, C20H31CrO5S.

```
58
C20H31CrO5S | the OMol25 dataset | the ωB97M-V functional and the def2-TZVPD basis
O -0.5743 3.0227 -2.9424
C 0.7117 3.4915 -3.4999
C 0.1133 4.7043 -4.2047
H 1.1812 2.7522 -4.1747
H 1.4209 3.7637 -2.7081
C -1.2148 4.1904 -3.5670
H 0.0949 4.6541 -5.2978
H 0.3968 5.6818 -3.7856
C -2.2994 3.8544 -4.5776
H -1.9204 3.1714 -5.3525
H -2.6307 4.7995 -5.0448
H -3.1569 3.3977 -4.0619
C -1.7552 5.1832 -2.5477
H -0.9880 5.5084 -1.8290
H -2.6135 4.7646 -2.0050
H -2.1038 6.0789 -3.0877
Cr -0.3796 -2.1269 2.5976
C -0.2108 -1.4969 4.6090
C 1.1214 -1.9172 4.2285
C 1.5905 -1.0303 3.2159
H 1.7293 -2.6730 4.7333
C 0.5289 -0.1256 2.8785
C -0.5819 -0.3807 3.7683
H -1.4861 0.2371 3.8382
H -0.7762 -1.8931 5.4606
H 2.6175 -0.9587 2.8553
H 0.6189 0.7157 2.1877
C -1.8034 -3.9114 2.4491
C -2.5114 -2.6486 2.6082
C -2.3940 -1.9233 1.3535
H -3.1530 -2.3754 3.4415
C -1.6093 -2.7196 0.4663
C -1.2500 -3.9368 1.1227
H -0.8415 -4.8071 0.6062
H -1.7931 -4.7381 3.1581
H -2.8866 -0.9864 1.0992
H -1.4187 -2.5027 -0.5785
O -0.1506 -0.5245 -1.3834
C -0.4793 0.6489 -0.5100
C 0.7384 1.6086 -0.4753
H -0.7334 0.2734 0.5259
H -1.3726 1.1549 -0.9460
C 1.6441 0.9194 -1.5011
H 1.2176 1.6030 0.5215
H 0.4788 2.6242 -0.7661
C 1.2980 -0.5278 -1.2235
H 2.6904 1.2303 -1.4575
H 1.2102 1.2101 -2.4861
H 1.5753 -0.8137 -0.1915
H 1.7582 -1.2723 -1.8779
C 3.4608 -4.4045 1.9297
S 1.6807 -4.3860 1.6638
O 1.3678 -5.3588 0.6470
O 1.0524 -4.6051 2.9990
O 1.4003 -2.9698 1.1993
H 3.9015 -5.0454 1.1569
H 3.6589 -4.8033 2.9282
H 3.8301 -3.3813 1.8342
```

Its multiplicity is 4. As for the expectation value of S²: 3.850. For the highest occupied orbital energy (spin up / spin down), the calculation gives -8.05 / -8.72 eV. The value obtained for the energy relative to the best compared isomer or geometry (same formula, charge and spin) is 0.0 kcal per mole. Its frontier orbital gap (spin up / spin down) is 7.88 / 8.81 eV. The LUMO energy (spin up / spin down) is -0.006 / 0.003 Ha.

---

# 2
The following is a DFT calculation (the ωB97M-V functional and the def2-TZVPD basis) of 2 unconnected molecules or ions with the total composition C4H14N2.

```
20
C4H14N2 | the OMol25 dataset | the ωB97M-V functional and the def2-TZVPD basis
C -0.6733 -0.0097 6.5412
C -1.2745 -1.1463 5.7345
N -0.1106 -2.0194 5.3985
H -0.0990 0.7045 5.9596
H -1.3538 0.6161 7.1286
H 0.0327 -0.3815 7.2891
H -2.0397 -1.6577 6.3134
H -1.6794 -0.7342 4.8183
H -0.3628 -2.9248 5.0234
H 0.2922 -2.1589 6.3191
C 1.7810 1.1254 -6.0730
C 0.3147 1.1070 -6.5187
N -0.6224 0.4550 -5.6200
H 2.0465 2.0063 -5.4935
H 2.1407 0.2504 -5.5697
H 2.3937 1.1184 -6.9772
H 0.0969 2.1230 -6.8012
H 0.2552 0.6431 -7.5103
H -1.0533 1.0586 -4.9279
H -0.0850 -0.1754 -5.0342
```

For the highest occupied orbital energy, the calculation gives -9.28 eV. The value obtained for the energy relative to the best compared isomer or geometry (same formula, charge and spin) is 14.1 kcal per mole. Its frontier orbital gap is 10.53 eV. As for the SMILES: CCN.CCN. The LUMO energy is 0.046 Ha.

---

# 3
The following is a DFT calculation (the ωB97M-V functional and the def2-TZVPD basis) of a molecular structure, C4H5INS.

```
12
C4H5INS | the OMol25 dataset | the ωB97M-V functional and the def2-TZVPD basis
C -1.0116 -0.5653 -0.7957
C 0.7263 -0.1405 0.3786
C 2.6854 -0.7335 -1.3751
C -1.4769 0.6702 1.3216
N -0.6428 -0.0349 0.3887
S 0.9022 -0.8524 -1.1824
I 3.5931 -0.9734 -3.1480
H -1.3534 0.1379 -1.5903
H 1.4260 -0.0283 1.1832
H -1.8992 1.6197 0.9689
H -2.2472 0.0062 1.7494
H -0.7019 0.8943 2.1011
```

Its charge is +1. For the highest occupied orbital energy (spin up / spin down), the calculation gives -12.67 / -12.67 eV. The value obtained for the energy relative to the best compared isomer or geometry (same formula, charge and spin) is 162.1 kcal per mole. Its frontier orbital gap (spin up / spin down) is 6.59 / 6.59 eV. The LUMO energy (spin up / spin down) is -0.224 / -0.224 Ha.

---

# 4
The following is a DFT calculation (the ωB97M-V functional and the def2-TZVPD basis) of C3H6N4O in the gas phase.

```
14
C3H6N4O | the OMol25 dataset | the ωB97M-V functional and the def2-TZVPD basis
C -0.5529 -1.7078 0.7928
N -1.2689 -0.6077 0.1622
N -0.4025 0.4490 -0.3552
N -0.3742 1.5206 0.4923
N 0.8354 2.1622 0.4276
C 1.3967 1.6717 -0.6322
C 0.5973 0.5365 -1.2953
O 0.7380 -0.1695 -2.2634
H 0.2473 -2.2688 0.1488
H -1.3226 -2.3527 1.1184
H -0.0813 -1.2831 1.6068
H -1.8668 -0.9537 -0.6291
H -0.3661 1.1099 1.3534
H 2.4205 1.8933 -0.9271
```

For the highest occupied orbital energy, the calculation gives -9.18 eV. The value obtained for the energy relative to the best compared isomer or geometry (same formula, charge and spin) is 92.0 kcal per mole. Its frontier orbital gap is 9.98 eV. As for the SMILES: CNn1[nH]ncc1=O. The LUMO energy is 0.030 Ha.

---

- Number 3 is which compound?
  C4H5INS

---

- Which formula does entry 1 have?
  C20H31CrO5S

---

What did the first record say?
The following is a DFT calculation (the ωB97M-V functional and the def2-TZVPD basis) of a molecular structure, C20H31CrO5S.

```
58
C20H31CrO5S | the OMol25 dataset | the ωB97M-V functional and the def2-TZVPD basis
O -0.5743 3.0227 -2.9424
C 0.7117 3.4915 -3.4999
C 0.1133 4.7043 -4.2047
H 1.1812 2.7522 -4.1747
H 1.4209 3.7637 -2.7081
C -1.2148 4.1904 -3.5670
H 0.0949 4.6541 -5.2978
H 0.3968 5.6818 -3.7856
C -2.2994 3.8544 -4.5776
H -1.9204 3.1714 -5.3525
H -2.6307 4.7995 -5.0448
H -3.1569 3.3977 -4.0619
C -1.7552 5.1832 -2.5477
H -0.9880 5.5084 -1.8290
H -2.6135 4.7646 -2.0050
H -2.1038 6.0789 -3.0877
Cr -0.3796 -2.1269 2.5976
C -0.2108 -1.4969 4.6090
C 1.1214 -1.9172 4.2285
C 1.5905 -1.0303 3.2159
H 1.7293 -2.6730 4.7333
C 0.5289 -0.1256 2.8785
C -0.5819 -0.3807 3.7683
H -1.4861 0.2371 3.8382
H -0.7762 -1.8931 5.4606
H 2.6175 -0.9587 2.8553
H 0.6189 0.7157 2.1877
C -1.8034 -3.9114 2.4491
C -2.5114 -2.6486 2.6082
C -2.3940 -1.9233 1.3535
H -3.1530 -2.3754 3.4415
C -1.6093 -2.7196 0.4663
C -1.2500 -3.9368 1.1227
H -0.8415 -4.8071 0.6062
H -1.7931 -4.7381 3.1581
H -2.8866 -0.9864 1.0992
H -1.4187 -2.5027 -0.5785
O -0.1506 -0.5245 -1.3834
C -0.4793 0.6489 -0.5100
C 0.7384 1.6086 -0.4753
H -0.7334 0.2734 0.5259
H -1.3726 1.1549 -0.9460
C 1.6441 0.9194 -1.5011
H 1.2176 1.6030 0.5215
H 0.4788 2.6242 -0.7661
C 1.2980 -0.5278 -1.2235
H 2.6904 1.2303 -1.4575
H 1.2102 1.2101 -2.4861
H 1.5753 -0.8137 -0.1915
H 1.7582 -1.2723 -1.8779
C 3.4608 -4.4045 1.9297
S 1.6807 -4.3860 1.6638
O 1.3678 -5.3588 0.6470
O 1.0524 -4.6051 2.9990
O 1.4003 -2.9698 1.1993
H 3.9015 -5.0454 1.1569
H 3.6589 -4.8033 2.9282
H 3.8301 -3.3813 1.8342
```

Its multiplicity is 4. As for the expectation value of S²: 3.850. For the highest occupied orbital energy (spin up / spin down), the calculation gives -8.05 / -8.72 eV. The value obtained for the energy relative to the best compared isomer or geometry (same formula, charge and spin) is 0.0 kcal per mole. Its frontier orbital gap (spin up / spin down) is 7.88 / 8.81 eV. The LUMO energy (spin up / spin down) is -0.006 / 0.003 Ha.